Entry 1:
99
Properties=species:S:1:pos:R:3:mulliken_charge:R:1 method="wB97M-V/def2-TZVPD" lumo_energy_ev=2.0 charge=-1 homo_ev=-4.4 largest_force_ev_per_a=0.93
K -0.851 0.394 0.657 1.769
C -1.484 -2.744 -1.392 -0.478
O -2.567 -2.152 -0.702 -0.174
C -2.763 -2.769 0.558 0.313
C -3.827 -2.038 1.332 -1.042
O -3.376 -0.737 1.640 0.155
C -4.150 -0.143 2.667 -0.970
C -3.772 1.304 2.840 0.482
O -4.512 2.087 1.930 -0.370
C -4.087 3.435 1.934 -0.660
H -1.682 -3.809 -1.581 0.344
H -0.556 -2.655 -0.819 0.184
H -1.375 -2.217 -2.338 -0.001
H -1.836 -2.760 1.138 -0.453
H -3.067 -3.817 0.423 0.385
H -4.015 -2.602 2.254 0.417
H -4.762 -1.982 0.757 0.335
H -3.985 -0.695 3.601 0.428
H -5.217 -0.197 2.412 0.296
H -2.691 1.431 2.690 -0.480
H -3.992 1.620 3.871 0.465
H -4.290 3.907 2.906 0.392
H -4.649 3.958 1.163 0.247
H -3.020 3.511 1.712 0.044
O -1.608 5.052 -0.746 -0.732
C -1.529 3.843 -0.555 -0.593
N -0.915 3.160 0.440 1.068
C 0.052 3.802 1.134 -0.503
O 0.712 4.788 0.821 -0.742
C 0.422 3.151 2.475 0.386
C 1.307 3.839 3.303 -0.830
C 1.661 3.285 4.520 -0.330
C 1.127 2.055 4.877 -0.978
C 0.256 1.439 3.992 -0.198
N -0.097 1.975 2.826 0.433
C -2.267 2.950 -1.547 0.805
C -2.409 3.403 -2.858 -1.028
C -3.026 2.583 -3.786 -0.412
C -3.509 1.348 -3.374 -0.879
C -3.351 0.995 -2.042 -0.277
N -2.744 1.771 -1.149 0.228
H 1.691 4.787 2.955 0.544
H 2.345 3.804 5.181 0.406
H 1.375 1.570 5.812 0.453
H -0.167 0.462 4.221 0.269
H -2.033 4.386 -3.105 0.549
H -3.138 2.904 -4.816 0.438
H -3.999 0.668 -4.059 0.458
H -3.702 0.037 -1.671 0.469
C 4.200 -2.705 4.193 -1.393
C 2.723 -3.020 4.165 -0.308
O 2.218 -2.561 2.911 -0.037
P 0.689 -2.707 2.419 -1.205
O 0.406 -1.594 1.484 0.238
Te -0.794 -2.924 4.301 -0.519
O 0.688 -4.069 1.550 -0.270
C 0.955 -5.349 2.124 -0.377
C 2.372 -5.778 1.811 -0.970
H 4.638 -3.014 5.144 0.408
H 4.358 -1.633 4.069 0.321
H 4.722 -3.222 3.386 0.274
H 2.179 -2.518 4.966 0.354
H 2.542 -4.093 4.276 0.314
H 0.232 -6.038 1.684 0.396
H 0.759 -5.317 3.198 0.336
H 2.532 -5.817 0.732 0.319
H 2.570 -6.769 2.226 0.360
H 3.094 -5.077 2.233 0.087
N -0.165 0.203 -2.088 0.003
C 0.520 0.428 -2.989 -0.338
N 1.302 0.687 -4.037 0.024
C 0.688 1.477 -5.113 -0.717
C -0.033 0.575 -6.106 -0.435
C 0.905 -0.516 -6.618 -0.824
C 1.507 -1.314 -5.465 -0.576
C 2.199 -0.388 -4.472 -0.805
H 1.489 2.037 -5.605 0.361
H 0.009 2.193 -4.652 0.418
H -0.418 1.172 -6.935 0.404
H -0.895 0.126 -5.604 0.204
H 1.715 -0.051 -7.195 0.331
H 0.377 -1.182 -7.303 0.370
H 2.220 -2.053 -5.838 0.422
H 0.719 -1.863 -4.940 0.177
H 3.076 0.082 -4.927 0.428
H 2.533 -0.924 -3.585 0.424
C 4.079 0.599 -0.365 -0.712
C 3.572 1.698 -1.298 0.147
C 2.417 2.277 -0.490 -0.453
O 1.886 1.185 0.266 0.225
C 2.781 0.073 0.237 -0.264
H 4.708 1.033 0.415 0.305
H 4.656 -0.176 -0.873 0.366
H 3.208 1.270 -2.236 -0.525
H 4.329 2.445 -1.539 0.492
H 1.615 2.702 -1.092 0.156
H 2.764 3.058 0.194 0.303
H 2.337 -0.724 -0.370 0.029
H 2.891 -0.317 1.249 0.103

=====

Entry 2:
91
Properties=species:S:1:pos:R:3:mulliken_charge:R:1 method="wB97M-V/def2-TZVPD" lumo_energy_ev=-4.9 charge=+2 de_lowest_kcal_mol=0.0 homo_ev=-13.3 largest_force_ev_per_a=0.46
Pb 0.457 0.049 1.276 1.030
C 5.709 -0.335 2.421 -1.167
C 4.245 -0.638 2.580 0.560
O 3.379 0.113 2.112 -0.792
N 3.935 -1.751 3.271 -0.026
C 2.572 -2.257 3.436 -1.438
C 2.173 -3.135 2.272 0.773
C 2.444 -4.497 2.287 -0.666
C 2.160 -5.258 1.165 -0.593
C 1.621 -4.627 0.055 -0.784
C 1.357 -3.272 0.137 -0.435
N 1.608 -2.535 1.221 0.517
H 5.908 0.669 2.794 0.303
H 5.951 -0.358 1.358 0.282
H 6.351 -1.042 2.941 0.369
H 4.690 -2.352 3.558 0.278
H 1.903 -1.403 3.517 -0.039
H 2.536 -2.817 4.368 0.668
H 2.872 -4.952 3.171 0.492
H 2.366 -6.320 1.154 0.457
H 1.400 -5.172 -0.852 0.508
H 0.931 -2.743 -0.710 0.386
C -2.308 3.258 1.955 -1.387
P -1.142 2.503 0.762 0.841
C -2.095 2.534 -0.794 -1.131
C 0.104 3.815 0.590 0.947
C 0.140 4.710 -0.476 -0.430
C 1.094 5.719 -0.507 -0.701
C 2.013 5.843 0.524 -0.573
C 1.988 4.950 1.588 -0.793
C 1.042 3.938 1.616 -0.809
H -2.564 4.261 1.612 0.466
H -1.838 3.333 2.936 0.392
H -3.216 2.665 2.049 0.409
H -2.477 3.533 -1.005 0.536
H -2.946 1.859 -0.694 0.483
H -1.478 2.187 -1.623 -0.041
H -0.575 4.638 -1.284 0.320
H 1.108 6.417 -1.333 0.464
H 2.745 6.640 0.504 0.437
H 2.701 5.046 2.396 0.469
H 1.032 3.241 2.450 0.457
N 3.320 1.809 -0.304 -0.045
C 2.503 1.636 -1.336 0.180
S 1.156 0.560 -1.280 0.025
N 2.782 2.268 -2.475 -0.044
C 1.984 2.295 -3.669 -0.615
C 2.529 1.808 -4.845 -0.480
C 1.780 1.863 -6.012 -0.620
C 0.499 2.394 -5.994 -0.544
C -0.031 2.892 -4.811 -0.737
C 0.716 2.854 -3.645 0.666
H 3.221 1.266 0.551 -0.010
H 4.068 2.483 -0.348 0.263
H 3.678 2.732 -2.535 0.283
H 3.528 1.388 -4.852 0.481
H 2.201 1.488 -6.935 0.407
H -0.083 2.431 -6.905 0.437
H -1.018 3.335 -4.803 0.445
H 0.340 3.271 -2.721 0.433
C -3.645 -4.147 0.555 -1.494
C -2.217 -3.634 0.714 0.581
C -1.657 -3.972 2.094 -1.228
Sb -2.006 -1.506 0.312 0.306
C -2.370 -1.280 -1.818 1.010
C -1.251 -2.006 -2.564 -1.385
C -3.746 -1.718 -2.304 -1.433
C -3.587 -0.459 1.379 1.124
C -5.000 -1.023 1.289 -1.450
C -3.148 -0.299 2.835 -1.314
H -3.626 -5.239 0.517 0.454
H -4.137 -3.797 -0.349 0.282
H -4.257 -3.867 1.410 0.327
H -1.582 -4.080 -0.055 0.304
H -2.305 -3.586 2.883 0.335
H -0.651 -3.580 2.254 0.073
H -1.614 -5.057 2.216 0.452
H -2.254 -0.204 -1.971 -0.187
H -1.279 -3.082 -2.375 0.346
H -0.262 -1.628 -2.298 0.102
H -1.375 -1.865 -3.640 0.493
H -3.864 -2.799 -2.245 0.291
H -3.860 -1.441 -3.355 0.456
H -4.559 -1.246 -1.756 0.302
H -3.563 0.518 0.889 -0.327
H -5.097 -1.946 1.857 0.335
H -5.323 -1.216 0.268 0.278
H -5.698 -0.303 1.724 0.442
H -3.088 -1.266 3.339 0.297
H -3.874 0.305 3.386 0.445
H -2.175 0.192 2.931 0.217

=====

Entry 3:
91
Properties=species:S:1:pos:R:3:lowdin_spin:R:1 method="wB97M-V/def2-TZVPD" lumo_energy_ev="-4.8 / -8.0" charge=+2 de_lowest_kcal_mol=11.8 homo_ev="-14.0 / -14.5" spin_multiplicity=3 largest_force_ev_per_a=0.16 s2=2.011
Au -1.042 -1.158 -0.986 0.744
O -2.327 -3.372 -1.683 0.017
C -3.666 -3.065 -2.121 0.000
C -4.580 -3.084 -0.914 0.000
C -4.091 -2.180 0.226 0.002
C -4.082 -0.727 -0.155 0.010
C -5.273 -0.007 -0.134 0.007
C -5.309 1.304 -0.563 -0.004
C -4.139 1.888 -1.032 0.005
C -2.990 1.136 -1.025 0.007
N -2.950 -0.131 -0.574 0.133
H -1.859 -3.819 -2.397 0.000
H -4.000 -3.804 -2.849 0.000
H -3.668 -2.085 -2.610 0.000
H -4.656 -4.103 -0.533 0.000
H -5.581 -2.784 -1.233 0.000
H -3.100 -2.503 0.531 0.000
H -4.750 -2.303 1.086 0.000
H -6.170 -0.500 0.216 0.001
H -6.237 1.860 -0.549 0.000
H -4.119 2.902 -1.404 0.001
H -2.061 1.533 -1.408 0.001
N -0.676 -3.993 4.601 -0.002
C -0.729 -3.365 3.419 -0.002
C -0.287 -3.987 2.233 0.005
C -0.361 -3.310 1.047 0.011
N -0.833 -2.052 0.948 0.107
C -1.265 -1.453 2.072 0.007
C -1.233 -2.053 3.300 0.003
H -0.334 -4.935 4.676 0.000
H -1.010 -3.554 5.441 0.000
H 0.098 -4.997 2.247 0.001
H -0.049 -3.782 0.124 0.002
H -1.664 -0.452 1.959 0.000
H -1.599 -1.518 4.167 0.001
C 0.328 3.182 3.429 0.001
C 0.266 1.684 3.698 0.000
C 1.015 0.902 2.609 0.001
C 0.869 1.578 1.226 0.063
C -0.463 2.337 1.158 0.006
C -0.429 3.522 2.134 0.000
P 1.193 0.466 -0.199 0.407
C 2.402 -0.788 0.389 0.050
C 3.805 -0.199 0.693 0.027
C 4.753 -0.197 -0.506 0.002
C 4.847 -1.567 -1.165 0.000
C 3.463 -2.035 -1.594 0.000
C 2.528 -2.104 -0.393 0.002
C 1.692 1.461 -1.655 0.055
C 0.515 2.132 -2.389 0.005
C 1.066 3.129 -3.406 -0.001
C 1.732 4.321 -2.694 0.000
C 2.206 3.937 -1.289 0.003
C 2.779 2.524 -1.284 0.026
H 1.375 3.487 3.349 0.000
H -0.086 3.743 4.265 0.000
H -0.782 1.368 3.739 0.000
H 0.696 1.440 4.669 0.000
H 0.637 -0.122 2.585 0.001
H 2.072 0.837 2.869 0.000
H 1.670 2.320 1.110 0.015
H -1.271 1.646 1.416 0.000
H -0.678 2.704 0.156 0.001
H -1.454 3.821 2.358 0.000
H 0.040 4.376 1.642 0.000
H 1.935 -1.036 1.347 0.000
H 4.227 -0.844 1.470 0.004
H 3.738 0.797 1.136 0.001
H 5.733 0.144 -0.170 0.001
H 4.419 0.522 -1.256 0.000
H 5.274 -2.290 -0.463 0.000
H 5.522 -1.526 -2.020 0.000
H 3.509 -3.018 -2.063 0.000
H 3.057 -1.356 -2.352 0.000
H 2.936 -2.829 0.318 0.000
H 1.551 -2.473 -0.693 0.000
H 2.129 0.721 -2.333 0.000
H -0.115 2.680 -1.686 0.001
H -0.110 1.384 -2.870 0.000
H 0.263 3.472 -4.058 0.000
H 1.783 2.615 -4.052 0.000
H 1.041 5.162 -2.632 0.000
H 2.585 4.667 -3.279 0.000
H 1.382 4.006 -0.570 0.000
H 2.966 4.636 -0.941 0.001
H 3.255 2.311 -0.327 0.001
H 3.573 2.459 -2.030 0.004
O -1.181 -0.684 -3.114 0.114
C -0.199 -1.421 -3.416 0.019
O 0.447 -2.016 -2.517 0.130
H 0.085 -1.536 -4.467 0.004